1.
Below is a cluster of 4 separate species, C27H60FNO4S in total in a non-equilibrium geometry, with properties calculated with ωB97M-V/def2-TZVPD.

Output
- largest force on an atom (eV Å⁻¹) = 4.79
- gap between HOMO and LUMO (Ha) = 0.4044
- electronic energy (eV) = -52205.162
- ΔE to the lowest compared entry with this formula, charge and spin (eV) = 0.000
- HOMO (eV) = -10.505
- LUMO level (Ha) = 0.018
- SMILES string = CC(=O)OCCCCCCN(C)S(=O)(=O)F.CCCCCC.CCCCCC.CCCCCC

```
! wB97M-V def2-TZVPD RIJCOSX def2/J DEFGRID3
* xyz 0 1
H 5.12 -5.32 -6.00
H -7.42 2.26 -2.14
C 2.63 0.38 2.58
H 5.57 2.94 1.31
C 6.72 -0.36 1.58
N 1.70 -0.01 1.49
C 4.87 -4.40 -5.47
H -8.24 3.43 -0.18
C 2.93 -2.98 -4.62
C -7.39 2.76 -0.05
O -0.16 -1.51 0.81
C -8.60 1.24 1.65
H 2.05 -0.19 -0.63
H 2.90 -4.28 -6.31
H -10.76 1.26 1.80
F 1.27 -2.49 2.46
H -4.02 4.37 0.48
H -5.24 1.41 -1.25
O 5.58 -1.16 1.92
H -0.94 1.58 1.51
C 6.21 0.89 0.84
H 5.38 -4.43 -4.51
H 3.48 -3.77 -1.25
H 3.29 -2.12 -5.20
H -6.50 3.38 -0.14
H -0.60 2.63 0.15
H 6.83 2.31 2.31
C 1.51 -4.06 -2.05
H -6.49 1.61 1.54
H -10.00 2.78 2.26
H -2.45 -0.48 1.17
H 5.14 -3.95 2.11
C 3.43 -2.83 -3.18
C 2.42 -0.58 0.31
H 2.04 0.56 3.48
H 2.33 -1.66 0.26
H -2.92 5.20 -1.57
C -7.39 1.73 -1.18
H 1.28 -4.86 -1.34
H -6.19 0.13 -2.01
H -3.21 2.46 1.72
C -3.24 3.76 0.02
H 1.00 -4.30 -2.98
H -8.48 0.84 2.66
O 6.62 -1.91 3.75
H -1.85 5.42 -0.18
H 5.34 0.61 0.25
H 4.84 2.59 3.56
C -2.86 0.00 0.29
H -2.03 3.74 1.79
H 3.85 -2.91 2.83
H 5.03 0.87 3.47
C -2.34 4.67 -0.81
H -3.13 -0.78 -0.43
H 3.42 -4.91 -2.57
C 5.81 -2.04 2.91
H 3.06 -1.88 -2.78
C 5.89 2.03 1.82
C -9.95 1.95 1.56
H 5.00 -3.72 3.86
C 4.88 -3.24 2.90
C -2.49 3.01 1.12
O -0.29 -0.70 2.97
H -10.13 2.33 0.55
H 6.98 1.26 0.17
H 3.34 1.91 1.21
C 3.02 -3.96 -2.23
H 1.11 -3.13 -1.65
H 3.47 -0.35 0.39
C -1.40 2.06 0.63
H -6.10 0.23 -0.26
H -3.75 3.05 -0.64
H 2.97 -5.13 -4.79
H -1.56 4.11 -1.33
H -3.78 0.51 0.58
C 3.36 -4.26 -5.32
H 3.29 -0.46 2.82
H -0.98 0.38 -0.63
H 7.35 -0.90 0.87
H 7.28 -0.02 2.44
H 1.84 -2.91 -4.63
S 0.60 -1.15 1.97
H 4.52 -2.75 -3.18
H -8.29 1.12 -1.15
C 4.80 1.75 2.87
H -8.59 0.38 0.97
H -7.42 2.98 2.08
C 3.38 1.68 2.27
H 5.28 -3.56 -6.05
H 2.81 2.47 2.76
C -6.16 0.83 -1.17
H -2.26 1.41 -1.24
C -7.41 2.16 1.36
C -1.85 0.96 -0.33
*
```

Atom charges from the Mulliken analysis, given in e for atoms 1 to 2: 0.381, 0.362



2.
Below is a cluster of 6 separate species, C27H61BClO15P in total in a non-equilibrium geometry, with properties calculated with ωB97M-V/def2-TZVPD.

Output
- largest force on an atom (eV Å⁻¹) = 9.64
- gap between HOMO and LUMO (Ha) = 0.3132
- electronic energy (eV) = -82177.250
- ΔE to the lowest compared entry with this formula, charge and spin (eV) = 5.054
- HOMO (eV) = -8.795
- LUMO level (Ha) = -0.010
- SMILES string = C=CC[C@@]1(B(C)O)OC(=O)O[C@@H]1P(O)Cl.COCCOC.COCCOC.COCCOC.COCCOC.COCCOC

```
! wB97M-V def2-TZVPD RIJCOSX def2/J DEFGRID3
* xyz 0 1
C 3.44 -3.58 -4.50
H -0.50 1.18 -4.50
C 4.24 0.53 3.69
H 3.71 2.70 7.24
C -3.37 4.67 1.16
H 5.27 -2.70 -5.29
C -1.11 5.19 3.46
C -6.15 4.93 8.28
H 2.07 -8.97 -5.53
H 7.00 -4.29 -6.13
H 5.26 0.87 6.71
H -4.55 3.03 -0.36
C 0.10 -1.65 -5.57
C 4.96 -3.39 -4.50
H 2.82 1.18 7.15
P 0.54 5.04 -0.54
Cl 0.86 5.43 -2.65
O -2.60 1.06 -1.41
H -6.22 5.21 1.60
H 2.67 -5.83 -6.78
C -0.07 -10.01 -1.79
H 6.36 -5.94 -6.03
H 1.34 6.59 0.93
H 3.55 -6.03 -5.25
C 4.61 1.27 5.91
H 1.71 0.66 5.07
H -4.33 8.16 5.84
O 4.26 0.17 5.07
H 0.35 -9.01 -1.96
H -1.29 -8.42 -5.47
H 3.74 1.48 3.52
C 1.71 -8.94 -4.50
C -3.81 4.80 7.92
H -0.55 1.04 -2.72
O 0.55 6.57 0.28
O -0.61 -10.59 -2.97
H -2.46 5.36 6.33
C -0.62 -9.07 -4.89
H 5.20 2.02 5.36
C 0.09 0.99 -3.60
H 2.44 -8.39 -3.90
C 0.89 0.19 -6.83
H -1.19 -1.05 -3.91
H -0.26 -9.86 -5.57
O 2.98 -4.07 -5.77
H 2.96 -2.61 -4.35
H 0.87 1.76 -3.52
H 1.14 -1.96 -5.74
O -0.85 2.85 -1.08
H -0.69 4.69 4.45
H 1.65 -9.96 -4.11
H -2.95 6.72 7.35
H -6.26 4.97 7.20
H -6.32 3.91 8.63
C -1.97 1.99 -0.68
H -5.89 7.36 5.56
O -4.32 6.09 5.90
O -0.25 -0.55 -6.41
C -3.31 5.80 6.87
C -1.92 3.92 0.93
H 1.79 -5.68 -5.24
H -4.13 3.87 7.44
H -2.01 4.62 -1.26
H -5.24 7.45 7.21
C 6.10 -4.88 -5.94
H 0.67 1.76 6.02
C 1.42 1.71 5.23
O -2.23 2.47 0.72
C -0.14 -1.32 -4.09
H -2.26 -10.22 -4.11
H -3.65 4.65 2.32
H -0.48 6.19 3.26
H -0.54 -2.49 -5.85
C -4.97 7.33 6.15
C -1.40 -9.66 -3.72
O -4.86 5.36 8.71
H -1.80 -8.87 -3.07
H -6.89 5.58 8.73
C -4.64 3.93 0.39
H -6.90 4.37 -0.11
H -2.98 4.57 8.60
H 5.27 0.58 3.32
C 3.38 1.91 6.56
O 0.22 3.16 2.34
H 0.09 -2.21 -3.49
B -0.95 4.09 2.25
H -0.85 -9.95 -1.02
C 2.74 -5.48 -5.74
H 1.41 -0.35 -7.62
O 2.54 2.52 5.58
H 5.34 -4.65 -6.69
H 1.58 0.39 -6.01
H 0.73 -10.66 -1.42
H 0.54 1.15 -7.23
O 5.64 -4.64 -4.62
C -6.01 4.52 0.65
H 3.70 -0.25 3.14
H 5.26 -2.95 -3.54
C -1.19 4.19 -0.51
H 3.12 -4.24 -3.69
O 0.47 -8.26 -4.44
H -2.20 5.52 3.70
H 0.99 2.09 4.31
H -3.38 5.80 0.76
H 1.01 3.75 2.10
O 0.74 -0.28 -3.64
*
```

Atom charges from the Mulliken analysis, given in e for atoms 1 to 2: 0.001, 0.336



3.
Below is a structure of composition C27H61Be2ClN4O7 in a non-equilibrium geometry, with properties calculated with ωB97M-V/def2-TZVPD.

Output
- largest force on an atom (eV Å⁻¹) = 15.59
- gap between HOMO and LUMO (Ha) = 0.0944
- electronic energy (eV) = -62523.639
- ΔE to the lowest compared entry with this formula, charge and spin (eV) = 20.885
- HOMO (eV) = -18.045
- LUMO level (Ha) = -0.569

```
! wB97M-V def2-TZVPD RIJCOSX def2/J DEFGRID3
* xyz 4 1
H 4.12 4.53 1.28
H 0.70 3.83 3.31
H 3.66 -1.99 -0.37
C -3.08 1.29 0.08
H -4.53 -1.61 -2.80
H 2.11 4.60 2.57
N 0.15 -3.12 0.93
H 4.84 2.68 -1.78
C 3.56 2.78 0.00
Cl 0.06 1.25 -2.09
H -2.52 3.44 0.20
H 2.02 -0.84 1.00
H 4.30 0.85 0.79
O -1.12 -3.76 0.98
H -6.14 -0.39 0.19
H -2.38 -1.72 0.04
H 1.18 -0.22 -3.66
Be -2.80 1.08 -3.56
H 4.15 3.07 2.84
H 1.39 -1.60 -4.49
C 0.31 1.75 1.64
H 2.40 0.67 2.47
C -4.11 1.41 1.22
O -1.34 0.97 -2.38
C 2.60 -3.45 0.80
H -2.20 2.84 -1.36
N 2.14 2.66 0.28
H -5.71 -0.44 -2.20
H 2.80 -2.97 1.76
C 3.84 2.39 -1.44
H 0.62 4.50 1.65
H -2.28 -0.08 -2.22
C -0.30 -2.15 -1.32
C 2.67 -2.43 -0.29
H -3.68 -2.73 -0.09
H 0.33 -5.37 2.56
H 3.40 -4.19 0.78
H 4.59 1.43 3.12
H 4.91 4.55 -0.28
H 2.54 -2.94 -1.25
C 1.03 -5.30 -0.05
H -5.56 -2.28 -1.75
C 4.04 2.07 2.42
H -1.37 -2.36 -1.34
O 0.13 2.00 -0.86
H -0.38 -0.95 1.90
H -0.16 -1.27 -1.95
H -1.07 0.54 -0.33
H 0.02 -1.36 -3.48
H 3.66 1.32 -1.55
C 1.70 -1.30 0.06
C -5.11 -1.31 -1.92
H -5.00 1.88 0.80
H 5.48 2.12 0.84
H 2.01 -5.57 2.39
C -3.20 -1.93 -0.65
H 3.29 3.07 -2.10
H 0.31 -2.91 -1.83
H 1.43 -4.11 3.16
C -4.24 -0.91 -0.77
H -0.03 1.47 2.63
O 0.65 -0.12 -2.02
H 2.39 1.94 3.70
H 1.87 -0.61 -0.76
C 2.57 1.73 2.64
H 0.08 -5.77 0.19
C -5.15 -0.72 0.48
H -0.35 0.17 0.58
C 3.98 4.29 0.22
C 1.20 -4.16 0.96
H 0.99 2.68 -1.15
H -1.67 -1.01 0.70
H -0.52 2.34 1.26
C -4.58 0.05 1.73
C -1.70 0.81 0.52
N -3.67 0.42 -1.07
H 1.79 -6.05 0.15
H -1.23 -3.84 1.93
H 0.95 -4.94 -1.08
H 0.42 0.89 0.97
H -1.14 1.52 1.13
H -5.38 0.18 2.46
H -1.83 -0.10 1.12
H 0.21 -0.50 -4.88
H -3.81 -0.53 2.24
C 1.24 3.97 2.38
H -3.75 2.11 1.97
C 4.42 1.91 0.97
C 1.59 2.61 1.70
H -5.39 -1.71 0.87
C 0.24 -1.89 0.10
C -2.90 2.73 -0.54
H 3.31 5.04 -0.19
O 0.59 1.88 -3.27
O -2.95 0.60 -2.32
Be 1.24 3.09 -4.38
O 1.31 3.39 -0.59
H -3.92 2.99 -0.81
C -0.60 -0.86 0.84
H -2.60 -2.25 -1.51
N 0.69 -0.97 -4.12
C 1.23 -4.80 2.35
*
```

Atom charges from the Mulliken analysis, given in e for atoms 1 to 2: 0.288, 0.407



4.
Below is a cluster of 8 separate species, C27H61Br2FN8O14P in total in a non-equilibrium geometry, with properties calculated with ωB97M-V/def2-TZVPD.

Output
- largest force on an atom (eV Å⁻¹) = 2.48
- gap between HOMO and LUMO (Ha) = 0.3151
- electronic energy (eV) = -221637.365
- HOMO (eV) = -11.846
- LUMO level (Ha) = -0.120

```
! wB97M-V def2-TZVPD RIJCOSX def2/J DEFGRID3
* xyz 1 1
H 0.35 -0.08 8.54
H -0.76 3.00 -4.41
C -1.37 3.70 -2.43
H 1.07 -0.79 10.02
H -4.24 -0.47 2.79
H 1.29 -1.85 5.09
N -0.36 0.69 10.37
H -1.60 0.90 -3.71
H -3.57 -3.08 -8.47
C 1.41 -0.27 -11.37
C -4.38 -3.17 -7.75
C 0.67 2.33 -6.64
H -1.51 -3.19 -5.16
O 3.65 2.01 4.83
C 0.43 0.78 -6.32
P 0.79 0.17 -3.47
H -5.33 -3.32 -8.25
H -4.42 -2.29 -7.10
C 0.74 0.12 9.54
H 0.78 -1.08 -11.73
O -1.25 -7.58 9.28
O -3.05 -4.33 -6.26
O 1.81 0.76 -9.34
H 2.46 -0.51 -11.51
O 4.47 3.93 4.23
N 2.09 0.81 -2.47
C 4.55 1.75 1.51
C 2.74 0.86 -0.05
N -2.17 -6.83 9.05
H -1.56 4.64 -3.03
N 1.18 -0.11 -9.91
H -2.41 2.82 0.14
H 0.95 -6.10 0.67
H -4.68 3.36 3.12
C -0.44 2.79 -3.36
H 6.58 2.65 5.01
H -3.37 1.14 1.29
H 3.31 -0.07 -0.33
H -0.40 -1.81 -5.52
C -2.38 3.75 0.80
H -1.98 -1.54 -4.56
C -3.88 4.07 1.17
H 4.50 2.07 -0.68
C -3.64 1.63 2.28
H 3.22 3.04 0.29
O 1.99 -4.21 3.02
N 1.31 -2.59 7.04
H -1.73 3.53 1.69
O 1.95 -1.71 7.59
O 0.51 -3.32 7.58
F -0.94 0.50 -6.09
H 0.66 3.02 -3.25
H -5.50 2.63 1.61
H -2.75 -4.96 8.29
O -4.91 -5.24 -6.89
O -3.34 -7.06 9.29
H 5.77 3.43 6.41
H -0.42 3.17 -0.53
H 0.69 0.25 -7.28
C -1.84 -5.52 8.43
H -2.68 1.83 2.83
H 1.15 0.67 -11.85
C -1.10 -2.21 -4.74
H 5.62 1.67 6.15
C 1.42 0.22 -5.22
H 1.53 0.86 9.50
H -4.44 4.16 0.19
C 0.57 -1.61 -2.85
C 1.58 -5.29 1.02
H 0.23 4.74 -1.27
H -1.36 -5.72 7.48
C -0.70 1.23 -3.11
O 0.54 -5.82 3.01
H 1.76 -0.80 -5.53
C 3.76 2.06 0.16
C -0.68 4.12 -1.07
H 5.28 0.90 1.32
H 0.70 0.61 -0.78
N -4.09 -4.35 -6.90
H -1.01 1.12 -2.03
H -1.17 -5.00 9.11
H 1.45 2.31 -1.08
H 2.33 0.90 -5.24
C -1.73 4.88 -0.13
C -4.54 0.58 3.08
O -1.45 0.83 9.84
H -3.91 5.05 1.72
H 1.32 -4.35 0.52
Br 1.59 -2.24 -1.27
H -1.17 5.59 0.55
H 1.35 2.81 -5.89
Br -0.39 -4.37 -2.74
C 1.55 -2.78 5.59
C 5.72 2.63 5.67
H 1.20 2.41 -7.63
H 2.60 -3.03 5.46
H 5.12 2.65 1.86
H 2.26 0.65 0.95
O 0.38 -0.85 -9.38
H -2.35 3.18 -2.28
H 3.86 1.47 2.35
H 2.63 -5.53 0.88
C -4.53 2.93 2.09
H -2.51 5.37 -0.76
H -0.30 2.88 -6.78
N 1.35 -5.09 2.47
H 2.83 0.10 -2.40
H 0.92 -3.60 5.24
C -0.26 -2.54 -3.46
C 1.60 1.21 -1.11
H -5.62 0.76 2.81
N 4.51 2.87 4.84
H -4.38 0.72 4.19
O -0.09 0.98 11.51
*
```

Atom charges from the Mulliken analysis, given in e for atoms 1 to 2: 0.282, 0.075